# 1
DFT (ωB97M-V/def2-TZVPD) results for C43H68CoN3O2Si as an isolated structure.

* energy: -3666.4724 Ha
* spin multiplicity: 2
* HOMO-LUMO gap (spin up / spin down): 0.245 / 0.245 Ha
* HOMO (spin up / spin down): -4.16 / -4.17 eV
* charge: -1
* F_max: 0.7 eV Å⁻¹

```
118
Properties=species:S:1:pos:R:3:mulliken_spin:R:1
H 3.285 7.056 0.054 0.000
N 0.641 0.689 2.735 -0.036
C -0.204 3.026 -0.624 -0.015
H 3.939 0.124 2.879 0.000
H 0.931 -4.559 -5.059 0.000
O -0.415 0.798 0.133 -0.016
H -4.683 -3.521 -1.893 0.000
H -3.769 -5.646 -0.770 0.000
H -2.278 1.532 -1.789 0.001
H -4.389 -5.189 0.817 0.000
H 3.376 -3.141 1.457 -0.001
C 0.944 -3.675 2.029 0.000
H -2.669 -3.479 -5.462 0.000
H -1.813 -6.552 -3.470 0.000
H -2.530 -5.076 -6.224 0.000
H 3.615 2.490 -0.953 0.000
C 1.878 3.480 3.030 -0.003
C -2.571 2.035 -0.864 -0.001
H 4.683 4.328 -0.108 0.001
H -3.168 4.380 -1.799 0.000
C -1.040 2.175 3.809 0.001
C -2.083 -4.078 -2.286 0.002
O -0.829 -2.023 0.400 0.020
H 2.262 -1.087 3.639 0.002
C -3.325 -3.578 -0.173 -0.002
C 1.737 1.572 -0.582 0.016
C -1.176 -4.767 -4.549 -0.006
H -0.123 -3.380 -5.859 0.000
H -1.708 3.936 -2.699 0.000
C 1.893 -2.098 3.513 0.000
C -0.659 1.026 3.078 0.023
C -4.547 -3.026 -0.930 0.000
C 2.925 5.208 -1.040 -0.005
H 3.092 0.173 -1.468 0.002
H -3.147 -1.771 1.032 -0.001
C -2.368 2.473 4.075 -0.003
C 0.662 4.087 -0.835 0.005
C -0.089 -2.255 -1.839 -0.016
C -0.049 -4.416 -5.521 -0.001
N 1.531 -2.334 2.115 0.001
H 3.820 1.493 1.748 0.000
H 1.008 -2.211 4.140 0.000
C -2.118 3.882 0.741 -0.002
H -4.414 -1.958 -1.116 0.000
H 1.236 3.678 2.165 0.002
H 2.807 5.269 -3.209 0.000
H -0.071 -6.456 -3.743 0.000
C 2.613 5.928 -2.360 -0.001
C 2.051 3.964 -0.895 0.024
H -2.896 -4.771 -2.478 0.000
H 3.302 -1.385 1.599 0.004
H 1.662 -4.424 2.397 0.000
H 0.233 5.074 -0.961 -0.002
H -0.285 2.860 4.164 0.002
C -3.395 1.643 3.651 0.005
C -1.007 -2.511 -0.788 -0.010
C 2.647 6.169 0.127 -0.001
H 1.896 -3.027 -0.550 -0.001
H 4.696 4.252 -1.880 0.000
H -3.353 -4.901 -4.670 0.000
C 0.876 -1.105 -1.750 0.015
C -1.114 -3.925 -3.276 0.012
C -1.728 0.166 2.727 0.052
H 5.006 5.785 -1.057 0.000
H 0.317 -0.179 -1.878 -0.002
H 1.113 1.766 5.736 0.000
H -0.106 -5.064 -6.400 0.000
H 0.608 -2.738 -3.780 0.000
H 1.496 4.063 3.873 0.000
C -2.081 4.285 -1.734 -0.001
H 2.657 -2.815 3.850 -0.001
H 3.133 0.205 0.289 -0.001
H 3.395 -2.120 -0.767 0.002
C -0.139 -2.969 -3.028 0.001
C -2.090 -3.392 -1.077 0.000
C -1.048 -6.255 -4.189 -0.001
H 1.606 6.497 0.129 0.000
H -3.178 4.155 0.744 0.000
H -3.619 2.336 -0.955 0.000
H -1.156 -6.878 -5.083 0.000
H -2.658 -5.497 0.596 0.000
H -4.430 1.889 3.848 0.000
C -1.718 3.288 -0.618 0.002
H 2.877 1.917 5.692 0.000
C 4.416 4.866 -1.021 0.001
H 2.109 0.330 5.521 0.000
C -3.547 -5.069 0.129 -0.001
C 2.022 1.389 5.260 -0.002
C 0.348 1.743 -0.335 -0.016
H 1.566 6.232 -2.404 0.000
H -1.677 5.283 -1.554 0.000
C 3.671 1.178 2.780 -0.004
H 3.234 6.823 -2.466 0.000
C -2.514 -4.542 -5.269 -0.001
H -2.601 3.381 4.622 0.000
N 1.635 -0.968 -0.493 0.024
C 2.447 -2.149 -0.211 0.005
C 2.553 2.675 -0.816 0.003
Co 0.311 -0.634 1.184 0.985
H -1.529 4.777 0.963 0.000
H 2.841 5.675 1.080 0.000
C -3.050 0.473 2.982 -0.004
H -2.475 1.319 -0.053 0.003
H 1.591 -1.175 -2.585 0.006
H -3.823 -0.217 2.661 -0.001
H -2.445 -3.193 1.792 -0.001
C -3.270 -2.844 1.172 0.003
H -4.210 -3.023 1.704 0.001
H 0.661 -3.920 1.013 0.000
H -1.945 3.154 1.538 0.001
C 2.741 -2.261 1.281 0.004
H 0.044 -3.718 2.639 0.000
H -5.457 -3.163 -0.339 0.000
H 2.878 3.855 2.795 -0.001
H -1.511 -0.787 2.245 -0.065
Si 1.936 1.615 3.379 0.005
H 4.375 1.745 3.396 0.001
C 2.459 0.233 -0.564 -0.013
```

---

# 2
DFT (ωB97M-V/def2-TZVPD) results for C43H68FGeN4O4RbSi3 as an isolated structure in a non-equilibrium geometry.

* energy: -5268.5438 Ha
* spin multiplicity: 2
* HOMO-LUMO gap (spin up / spin down): 0.200 / 0.239 Ha
* HOMO (spin up / spin down): -8.50 / -9.55 eV
* relative energy (zero: lowest compared OMol25 entry of this formula, charge and spin): 0.5135 eV
* charge: +1
* F_max: 1.3 eV Å⁻¹

```
125
Properties=species:S:1:pos:R:3:mulliken_spin:R:1
H -2.272 -7.893 3.236 0.000
C 0.932 -1.491 -3.774 -0.003
H -2.237 5.713 -4.114 0.000
C -0.266 1.709 -5.628 0.033
H 0.775 2.245 5.174 0.000
H 0.953 0.104 1.808 -0.013
C -1.525 5.154 -3.506 0.001
C -1.083 3.947 -5.671 -0.001
C 0.736 1.980 4.115 -0.001
C -3.777 3.104 2.189 0.000
H 0.875 6.426 1.442 0.000
C -1.998 -0.975 0.609 -0.001
H -0.286 -1.672 2.510 0.001
H 2.151 3.282 -4.138 -0.002
H 4.592 -2.049 -2.196 -0.006
H -0.709 2.784 -7.438 0.000
C 1.530 -2.652 -1.037 -0.010
C -1.475 2.580 3.071 -0.002
C -4.259 -4.339 -0.810 0.000
H 0.031 0.788 -6.111 0.001
C 0.124 -6.617 3.196 0.000
H 3.906 1.866 2.742 0.001
H -2.914 -7.171 5.529 0.000
H 1.012 4.558 -2.509 0.027
C -0.859 -2.521 2.159 0.003
C -1.860 4.740 2.119 0.000
H 0.193 7.060 2.934 0.000
C -0.547 5.112 2.389 -0.001
C -1.379 -4.879 2.236 0.000
H -2.151 -5.583 5.254 0.000
H 2.998 4.166 -1.002 0.005
C 5.533 1.603 -2.725 0.049
H 0.328 -5.459 5.029 0.000
H -0.078 -1.208 -3.464 0.001
C -5.715 -4.140 -1.099 0.000
C -0.246 1.811 -4.247 -0.023
H -2.844 -5.560 0.856 0.000
C 1.903 -0.431 1.892 0.036
H -5.432 -4.570 1.048 0.000
Rb -1.176 2.274 -0.553 0.032
H -0.695 -7.079 6.417 0.000
H 6.009 1.400 -1.763 -0.002
H 5.581 -0.356 0.278 0.003
H -1.439 4.821 -6.202 0.000
C 4.746 -0.765 0.849 0.046
H -6.141 -3.174 -0.867 0.000
H -4.187 3.671 1.353 0.000
H 2.195 -0.460 2.947 -0.003
H -4.339 -1.944 -1.669 0.000
H -0.784 7.052 1.475 0.000
H 3.732 -3.066 -3.361 0.004
H 2.247 -2.782 -0.223 0.000
O -0.084 5.010 -0.887 -0.004
H 4.497 -1.742 0.427 -0.004
C -0.664 -3.765 2.681 -0.001
H -5.416 -6.066 -0.013 0.000
Si 3.804 2.325 -2.510 0.053
H 4.191 -1.419 -3.796 -0.003
H 1.760 2.011 3.731 0.001
N -0.607 2.903 -3.581 -0.018
N -1.177 -6.172 2.773 0.000
C -3.645 -1.986 -0.841 0.000
H 1.735 -1.458 1.559 -0.001
H 0.901 -6.052 2.687 0.000
C 3.121 2.783 -4.198 0.004
C 3.829 -2.045 -2.977 0.048
H 3.826 3.472 -4.674 0.000
H 1.374 6.148 -1.831 0.001
O -2.491 0.561 -2.200 0.002
H 3.005 2.797 1.535 0.001
H -6.115 -4.619 -1.980 0.000
H 4.698 2.374 1.255 0.003
C -2.346 3.480 2.458 0.001
H 5.522 0.674 -3.298 -0.003
H -1.831 1.587 3.321 0.000
H 0.250 -7.669 2.901 0.000
H 1.259 -6.984 5.021 0.000
F 0.242 -3.939 3.688 0.000
C -3.002 -0.876 -0.428 -0.003
H -0.778 -8.183 5.211 0.000
H 0.374 0.955 4.038 0.000
C 3.947 3.881 -1.457 0.000
H -2.066 4.803 -2.626 -0.001
Ge 2.483 0.704 -1.366 0.772
Si 2.153 -1.446 -2.347 0.018
C 0.341 -6.496 4.699 0.000
N -3.509 -3.232 -0.278 0.000
H 1.362 -3.631 -1.496 0.000
O -1.293 -0.033 0.980 -0.026
H 1.237 -0.842 -4.596 0.003
H -3.216 -6.414 3.137 0.000
C -0.039 6.484 2.036 0.000
H -3.699 -4.974 -1.488 0.000
H 3.009 1.917 -4.855 0.002
C -0.163 2.932 3.374 0.003
C 0.293 4.196 3.013 -0.001
H 5.092 -0.927 1.876 0.003
H 4.284 4.717 -2.078 0.000
C 3.754 2.013 1.668 0.004
Si 3.250 0.389 0.866 -0.037
C -2.144 -6.636 4.976 0.000
C -2.321 -4.698 1.242 0.000
C -0.682 2.812 -6.356 0.001
H -4.394 3.306 3.067 0.000
C -1.049 3.953 -4.280 0.000
H -0.824 6.995 -2.630 0.000
C -2.262 -6.819 3.468 0.000
C 0.564 5.454 -2.080 -0.027
C -2.572 -3.423 0.709 0.000
C -5.296 -4.993 0.061 0.000
H 0.583 -2.311 -0.608 0.018
H 1.320 4.474 3.229 0.001
C -0.393 6.089 -3.071 0.000
H -3.868 2.050 1.929 0.000
H 0.179 6.416 -3.945 0.000
O -3.739 1.363 -0.516 0.001
H 6.165 2.318 -3.261 0.003
H -2.528 5.452 1.643 0.000
C -3.140 0.467 -1.138 0.006
H 0.069 0.975 -3.635 0.002
N -0.806 -7.181 5.409 0.000
H 4.673 3.753 -0.655 0.001
C -1.818 -2.328 1.162 0.002
H 0.892 -2.513 -4.162 -0.001
H -0.471 5.767 -0.435 -0.001
```

---

# 3
DFT (ωB97M-V/def2-TZVPD) results for a 8-piece molecular cluster, C43H69N4O21S3 overall in a non-equilibrium geometry.

* energy: -4673.2798 Ha
* HOMO-LUMO gap: 0.240 Ha
* HOMO: -9.67 eV
* charge: +1
* F_max: 3.4 eV Å⁻¹

```
140
Properties=species:S:1:pos:R:3:lowdin_charge:R:1
C 4.508 -2.442 0.706 -0.176
H 6.204 -4.752 0.240 0.076
H 1.394 1.509 2.502 0.091
H 4.851 1.269 -3.582 0.074
O -4.528 -3.235 -6.921 0.054
H 4.130 -1.711 -3.523 0.067
C 5.150 0.224 -3.683 -0.311
H 3.697 3.013 8.368 0.136
H 1.448 -8.159 1.504 0.135
O 3.533 1.775 5.851 0.058
C 3.267 0.881 1.766 -0.184
N 3.850 0.016 0.708 -0.154
H -3.014 -4.379 -7.773 0.135
C -5.034 -4.828 -8.495 -0.098
O 2.046 2.176 7.453 0.049
H -6.027 -1.876 -0.325 0.077
H -0.326 -7.249 0.122 0.133
O 1.980 0.224 6.332 0.144
H -6.097 -2.214 1.424 0.098
H -4.761 -4.409 -9.463 0.137
O -5.750 -0.603 -2.807 0.019
C -5.616 -1.608 0.653 -0.014
H -5.219 -5.892 -8.603 0.136
H 3.322 1.929 1.471 0.095
H 0.983 0.996 0.252 0.035
O -7.276 0.669 -3.795 0.088
H 4.479 -1.097 2.325 0.116
H -5.683 4.782 -4.411 0.135
H -1.064 2.029 2.258 0.116
H 3.869 0.775 2.673 0.112
H -1.628 -1.368 -1.805 -0.129
H -4.133 4.730 -1.767 0.126
C -1.405 1.908 5.787 -0.105
H -4.102 -3.991 0.888 0.089
O 6.494 4.061 5.024 0.147
C 5.423 -2.843 -0.458 -0.262
C -1.404 2.180 1.234 -0.063
C 2.477 1.288 6.529 -0.588
H 4.679 -3.146 1.530 0.118
H -0.720 -1.211 0.937 0.090
C -1.145 4.029 -0.544 -0.030
H 3.077 -0.333 -3.217 0.027
H -0.836 -6.558 1.677 0.131
H 8.419 1.359 2.388 0.136
C -1.238 0.864 -0.999 -0.499
H 2.524 4.184 7.735 0.133
H 6.887 0.787 3.079 0.126
O 7.682 2.442 4.006 0.074
O -4.685 6.500 -3.865 0.071
C -6.188 -1.349 -3.968 -0.099
H 7.348 3.267 1.335 0.140
C 4.260 0.695 -0.424 -1.019
C 1.807 0.563 2.138 -0.168
O -2.567 7.049 -4.403 0.187
H -6.893 -2.114 -3.641 0.141
C 3.694 3.161 6.193 -0.103
O 6.033 3.456 2.912 0.065
O -6.578 -2.318 -6.797 0.154
H -2.163 3.688 -0.747 0.051
H 6.110 -1.261 -2.460 0.048
H -2.698 1.289 7.431 0.136
C 5.587 -4.363 -0.572 -0.095
N -2.598 0.998 -1.542 0.114
H 6.050 -4.607 -1.532 0.072
H -3.469 1.058 1.247 0.162
H -3.950 -3.360 -0.777 0.088
C 1.663 -5.283 0.279 -0.559
O -6.504 1.239 -1.763 0.130
C 1.284 -7.089 1.583 -0.107
S 3.236 1.691 -1.249 0.690
H -0.731 1.087 6.016 0.127
H -4.571 0.635 -1.008 0.120
O -2.249 1.571 4.678 0.037
C -6.845 -0.271 -4.803 -0.101
C -0.518 3.232 0.590 -0.403
C -3.463 2.129 4.874 -0.583
O -3.036 5.045 -3.483 0.040
H -6.141 0.230 -5.468 0.138
C -2.423 2.187 6.876 -0.097
H -2.113 2.959 7.574 0.135
H -0.716 -0.160 2.316 0.124
H -6.169 5.467 -2.848 0.137
H 1.750 -0.145 2.970 0.116
C 6.117 -0.178 -2.565 -0.467
H -4.044 -5.213 -6.590 0.133
H -2.723 1.332 -2.489 0.174
H 3.454 -2.550 0.450 0.091
H -2.574 -3.274 0.367 0.074
C 3.016 3.234 7.546 -0.099
H 7.130 0.102 -2.867 0.074
H 5.973 2.148 1.303 0.073
C -1.446 0.788 0.529 -0.336
C -6.523 0.507 -2.711 -0.589
H 1.423 -0.694 0.400 0.092
O 2.250 -6.379 0.803 0.067
C -0.504 -0.187 1.243 -0.147
H 5.789 -0.736 1.218 0.076
C 4.740 -1.033 1.266 -0.192
O 0.322 -5.323 0.471 0.052
O 2.250 -4.407 -0.268 0.154
H 3.576 -0.699 -4.854 0.071
N 0.665 3.423 1.002 0.179
H 1.383 -6.784 2.626 0.136
C 3.920 -0.679 -3.817 -0.115
H 6.391 -2.352 -0.331 0.099
H -5.839 -0.562 0.870 0.087
H 4.942 -2.510 -1.382 0.083
O -4.318 2.167 4.046 0.149
O -6.216 -4.163 -8.025 0.080
C -3.354 6.284 -3.965 -0.563
H -4.260 3.440 -2.985 0.112
C -4.196 4.517 -2.837 -0.140
H 4.743 3.431 6.210 0.107
C -2.967 0.306 0.598 -0.236
N -3.306 -0.965 1.136 0.151
C 0.979 0.147 0.935 -0.229
C -5.846 -3.163 -7.212 -0.562
H 1.122 4.161 0.464 0.073
C -5.326 5.276 -3.505 -0.108
H 4.605 -4.836 -0.567 0.050
H 3.184 3.764 5.440 0.139
H -7.688 -0.626 -5.381 0.127
H -2.401 2.627 1.282 0.119
C 6.697 2.638 1.943 -0.117
O -3.562 2.629 6.119 0.071
H 5.706 0.168 -4.625 0.105
H -1.178 5.096 -0.320 0.097
S -0.510 -0.626 -1.805 0.879
C -0.020 -6.626 0.963 -0.113
H -0.593 1.641 -1.403 0.099
C 6.726 3.392 4.069 -0.567
H -0.820 2.793 5.527 0.135
H -0.577 3.894 -1.469 0.090
C -4.031 -4.491 -7.409 -0.103
C -3.657 -3.209 0.264 -0.019
C 7.471 1.671 2.817 -0.103
S 5.973 0.640 -0.952 0.891
H -5.345 -1.822 -4.460 0.121
C -3.522 0.645 -0.727 0.072
C -4.123 -1.846 0.697 -0.366
```